C24H26Cl3N2O2P2SiTi as an isolated structure. Source: the Open Molecules 2025 dataset; level of theory: the ωB97M-V functional and the def2-TZVPD basis.

Output
* net charge: -1
* HOMO energy (spin up / spin down): -0.12244 / -0.18670 Eh
* strongest force on any atom: 0.79 eV/Å
* gap between HOMO and LUMO (spin up / spin down): 5.91 / 7.63 eV
* E_tot: -4392.69604 a.u.
* relative energy (zero: lowest compared OMol25 entry of this formula, charge and spin): 9.28 kcal/mol
* lowest unoccupied orbital energy (spin up / spin down): 0.0948 / 0.0936 hartree
* 2S+1: 3

Element x y z (Å)
Ti1 -0.7270 0.5859 0.9348
O1 -1.2582 -0.6686 -0.5461
C1 -2.1191 -1.6544 -0.4594
C2 -2.8653 -2.0034 -1.6012
C3 -3.7755 -3.0371 -1.5807
C4 -3.9723 -3.7889 -0.4204
C5 -3.2308 -3.4840 0.7000
C6 -2.3109 -2.4275 0.7148
C7 -1.4946 -2.2380 1.8889
N1 -0.7428 -1.2165 2.0664
N2 0.1209 -1.2588 3.1403
C8 1.0478 -0.3548 2.9664
O2 1.1234 0.4261 1.9357
C9 2.0873 -0.2165 4.0176
C10 3.1021 0.7206 3.8567
C11 4.0791 0.8675 4.8298
C12 4.0490 0.0836 5.9739
C13 3.0321 -0.8492 6.1422
C14 2.0569 -0.9989 5.1707
H1 -2.7000 -1.4159 -2.4972
H2 -4.3409 -3.2683 -2.4761
H3 -4.6875 -4.6008 -0.4045
H4 -3.3520 -4.0672 1.6068
H5 -1.4624 -3.0344 2.6324
H6 3.0967 1.3347 2.9660
H7 4.8632 1.6032 4.6987
H8 4.8096 0.2017 6.7359
H9 2.9984 -1.4584 7.0372
H10 1.2565 -1.7163 5.2871
C15 3.2172 0.7206 -1.9854
P1 1.5583 0.2453 -1.3381
C16 1.8010 -1.5633 -1.1429
C17 0.5485 0.3179 -2.8749
C18 0.8741 -0.4190 -4.0109
C19 0.0592 -0.4041 -5.1313
C20 -1.1017 0.3561 -5.1204
C21 -1.4302 1.1041 -3.9999
C22 -0.6129 1.1012 -2.8712
P2 -0.9996 2.0965 -1.3746
C23 -2.7159 2.6440 -1.6372
C24 -0.0396 3.6050 -1.7911
H11 3.5471 0.0936 -2.8166
H12 3.9356 0.6341 -1.1685
H13 3.1971 1.7608 -2.3120
H14 2.2500 -2.0389 -2.0172
H15 0.8301 -2.0114 -0.9351
H16 2.4470 -1.7215 -0.2771
H17 1.7712 -1.0280 -4.0165
H18 0.3220 -0.9903 -6.0034
H19 -1.7547 0.3661 -5.9848
H20 -2.3423 1.6868 -4.0078
H21 -2.8567 3.2338 -2.5450
H22 -2.9786 3.2436 -0.7649
H23 -3.3660 1.7689 -1.6350
H24 -0.2345 3.9274 -2.8153
H25 1.0240 3.3891 -1.6752
H26 -0.3096 4.4010 -1.0973
Cl1 -1.5782 4.6916 1.3592
Si1 -0.0436 3.2048 1.6910
Cl2 -0.6568 2.4546 3.6003
Cl3 -3.0451 1.0638 1.3824

Results of the Mulliken charge analysis, in e, for atoms 1 through 6:
1. Ti 0.126
2. O 0.646
3. C 0.098
4. C -0.493
5. C -0.650
6. C -0.737